[1]
{"formula": "C19H49AlBBr3F2LiN3O10Si2", "method": "wB97M-V/def2-TZVPD", "species": ["C", "C", "B", "O", "C", "C", "C", "O", "C", "O", "H", "H", "H", "H", "H", "H", "H", "H", "H", "H", "H", "H", "H", "C", "C", "O", "O", "H", "H", "H", "Li", "N", "O", "O", "O", "Al", "C", "Br", "Br", "Br", "H", "F", "O", "H", "H", "F", "C", "C", "C", "O", "C", "N", "H", "H", "H", "H", "H", "H", "H", "H", "H", "H", "H", "H", "C", "Si", "C", "C", "N", "Si", "C", "C", "C", "H", "H", "H", "H", "H", "H", "H", "H", "H", "H", "H", "H", "H", "H", "H", "H", "H", "H"], "coordinates": [[1.0230, -3.6170, 0.9960], [2.0076, -3.3346, -0.1592], [2.0179, -1.8152, -0.6050], [3.1869, -1.3213, -1.1427], [0.7632, -0.8366, -0.5068], [1.1587, 0.5978, -0.2260], [1.3987, 0.7018, 1.2980], [-0.0319, -0.7854, -1.7942], [-1.1433, -1.4498, -1.5402], [-1.2608, -2.5195, -1.8583], [0.5495, -4.5575, 0.8179], [1.5822, -3.8032, 1.9566], [0.3007, -2.8237, 1.1243], [3.0052, -3.5847, 0.1921], [1.8506, -3.9948, -0.9873], [3.7098, -0.9812, -0.4086], [0.0550, -1.1073, 0.2648], [0.4048, 1.2685, -0.5779], [2.0803, 0.8656, -0.7081], [0.7281, 1.4348, 1.6873], [1.2388, -0.2495, 1.7720], [2.3826, 1.0541, 1.5046], [-1.9168, -0.9236, -1.0085], [2.4855, 1.3956, 6.4869], [2.6889, 1.3069, 4.9499], [2.8123, 0.1956, 4.4141], [2.7107, 2.4084, 4.4043], [2.4651, 0.4033, 6.9478], [3.3143, 1.9721, 6.9279], [1.5411, 1.9009, 6.7048], [3.0550, 2.0999, 9.0208], [6.5628, 0.1897, 0.6293], [6.4060, -0.8202, 1.3536], [6.9634, 1.2356, 1.1092], [6.3047, 0.1269, -0.5677], [2.5930, -3.0011, 3.1592], [7.1675, 0.7836, 7.1067], [7.0036, -1.0408, 7.7071], [7.1557, 0.8491, 5.2042], [5.8536, 1.8968, 7.9959], [8.1288, 1.1417, 7.4319], [2.7811, 3.7684, 11.0853], [10.0485, 0.0750, 3.4493], [9.1609, 0.2655, 3.7741], [10.6035, 0.1588, 4.2260], [-1.4094, -0.8821, 1.3372], [1.3962, -3.0923, -4.2332], [0.3513, -2.9408, -5.3039], [0.9126, -2.6071, -6.6829], [1.3184, -1.2591, -6.7220], [2.7237, -1.0301, -6.5203], [-0.5283, -1.7951, -4.8894], [1.8567, -2.1360, -3.9819], [0.9322, -3.4797, -3.3257], [2.1812, -3.7829, -4.5316], [-0.2693, -3.8346, -5.3491], [0.1101, -2.7093, -7.4203], [1.7048, -3.2938, -6.9731], [3.3259, -1.8829, -6.8317], [2.9187, -0.8034, -5.4714], [3.0081, -0.1641, -7.1108], [-0.7638, -1.8141, -3.8843], [-1.3888, -1.7637, -5.4301], [-0.0280, -0.9250, -5.1055], [-8.7147, 1.4610, 1.2284], [-7.5396, 1.9178, -0.1532], [-7.9210, 3.6909, -0.6502], [-7.9207, 0.7822, -1.6028], [-5.8992, 1.7329, 0.4302], [-4.4715, 2.0524, -0.5276], [-4.3766, 3.8540, -1.0861], [-4.3591, 0.9398, -2.0462], [-2.9726, 1.7154, 0.5115], [-9.7485, 1.5622, 0.8924], [-8.5606, 0.4282, 1.5428], [-8.5699, 2.1117, 2.0912], [-8.9981, 3.8001, -0.7844], [-7.4406, 3.9629, -1.5896], [-7.6013, 4.3932, 0.1189], [-7.6038, -0.2396, -1.3942], [-7.4349, 1.1153, -2.5203], [-8.9967, 0.7733, -1.7826], [-5.0947, 4.0740, -1.8766], [-3.3780, 4.0469, -1.4786], [-4.5543, 4.5330, -0.2543], [-4.5283, -0.1037, -1.7785], [-3.3593, 1.0252, -2.4767], [-5.0777, 1.2205, -2.8181], [-2.9448, 0.6694, 0.8407], [-2.9576, 2.3571, 1.3930], [-2.0648, 1.9077, -0.0657]], "lowdin_charge": [-0.145, -0.107, -0.434, 0.140, -0.194, -0.167, -0.050, -0.022, -0.479, 0.154, 0.086, -0.195, 0.068, 0.094, 0.096, 0.110, 0.054, 0.099, 0.100, 0.079, 0.051, 0.070, 0.128, -0.067, -0.773, -0.103, 0.030, 0.068, -0.034, 0.077, 0.720, -0.652, -0.030, 0.035, 0.009, 1.153, -1.604, 0.572, 0.719, 0.629, -0.030, -0.869, -0.077, -0.077, 0.022, -0.567, -0.022, -0.301, -0.185, -0.191, -0.051, 0.238, 0.092, 0.082, 0.105, 0.159, 0.133, 0.134, 0.096, 0.088, 0.095, 0.123, 0.174, 0.166, -0.187, 0.364, -0.152, -0.161, 0.027, 0.369, -0.138, -0.161, -0.183, 0.033, 0.033, 0.034, 0.045, 0.024, 0.041, 0.038, 0.021, 0.042, 0.023, 0.047, 0.042, 0.037, 0.032, 0.019, 0.014, 0.043, 0.030], "lumo_ev": -6.0}

---

[2]
{"formula": "C19H49BO7S", "method": "wB97M-V/def2-TZVPD", "species": ["B", "C", "C", "C", "S", "O", "O", "O", "H", "H", "H", "H", "H", "H", "H", "H", "H", "C", "C", "O", "C", "C", "H", "H", "H", "H", "H", "H", "H", "H", "H", "H", "C", "C", "O", "C", "C", "H", "H", "H", "H", "H", "H", "H", "H", "H", "H", "C", "C", "O", "C", "C", "H", "H", "H", "H", "H", "H", "H", "H", "H", "H", "C", "C", "O", "C", "C", "H", "H", "H", "H", "H", "H", "H", "H", "H", "H"], "coordinates": [[1.5198, -1.7760, -1.4015], [1.3512, -0.3610, -2.0297], [0.3945, 0.6304, -1.3506], [-1.0119, 0.6909, -1.9528], [-2.2763, -0.2229, -1.0582], [-1.6676, -0.9939, -0.0145], [-3.3621, 0.6572, -0.7711], [-2.8618, -1.2491, -2.1383], [0.8126, -2.1582, -0.5235], [2.3663, -2.5053, -1.8223], [1.1049, -0.5034, -3.0930], [2.3591, 0.0727, -2.0761], [0.7991, 1.6427, -1.4115], [0.3102, 0.3920, -0.2896], [-1.4077, 1.7065, -1.9567], [-1.0344, 0.3274, -2.9813], [-2.2379, -1.9769, -2.2613], [-2.1891, 2.5188, 1.6941], [-0.7043, 2.4517, 2.0018], [0.0666, 3.4931, 1.4209], [-0.2839, 4.8103, 1.8108], [-0.1521, 5.0713, 3.3012], [-2.3609, 2.5346, 0.6186], [-2.6754, 1.6283, 2.0959], [-2.6742, 3.3913, 2.1342], [-0.2862, 1.5372, 1.5780], [-0.5380, 2.4034, 3.0845], [-1.2969, 5.0559, 1.4725], [0.4039, 5.4523, 1.2596], [-0.8473, 4.4682, 3.8861], [-0.3711, 6.1198, 3.5090], [0.8617, 4.8563, 3.6419], [6.0577, -0.6775, -4.5218], [4.8410, -1.3582, -3.9202], [3.6330, -1.1078, -4.6195], [3.5967, -1.5278, -5.9728], [3.8141, -3.0184, -6.1661], [5.9023, 0.4000, -4.5903], [6.9278, -0.8616, -3.8900], [6.2899, -1.0554, -5.5182], [4.6592, -0.9766, -2.9149], [5.0154, -2.4356, -3.8245], [4.3149, -0.9588, -6.5743], [2.6004, -1.2506, -6.3189], [4.8129, -3.3310, -5.8600], [3.7001, -3.2703, -7.2215], [3.0845, -3.5917, -5.5926], [-4.9580, -1.9648, 1.3042], [-5.9220, -0.8977, 0.8175], [-7.2559, -1.0646, 1.2790], [-7.4293, -1.0358, 2.6829], [-6.9889, 0.2628, 3.3385], [-5.3052, -2.9593, 1.0192], [-3.9792, -1.7917, 0.8623], [-4.8327, -1.9455, 2.3882], [-5.9987, -0.9334, -0.2689], [-5.5437, 0.0978, 1.0713], [-6.9218, -1.8852, 3.1553], [-8.5001, -1.1800, 2.8318], [-5.9156, 0.4286, 3.2382], [-7.2203, 0.2312, 4.4046], [-7.5099, 1.1127, 2.8958], [2.3636, -2.3015, 3.6158], [3.2870, -1.9952, 2.4500], [2.7205, -1.1327, 1.4781], [2.3229, 0.1511, 1.9337], [3.4524, 0.9876, 2.5065], [1.4242, -2.7261, 3.2597], [2.8415, -3.0234, 4.2798], [2.1373, -1.4126, 4.2057], [3.5109, -2.9115, 1.9034], [4.2402, -1.5942, 2.8136], [1.5055, 0.0668, 2.6589], [1.9142, 0.6435, 1.0508], [3.8705, 0.5479, 3.4130], [3.0744, 1.9787, 2.7625], [4.2555, 1.1024, 1.7772]], "lowdin_charge": [0.001, -0.207, -0.241, -0.201, 0.581, -0.285, -0.276, -0.153, 0.032, 0.029, 0.104, 0.101, 0.118, 0.068, 0.103, 0.103, 0.096, -0.066, -0.275, -0.166, -0.281, -0.079, 0.065, 0.082, 0.072, 0.090, 0.112, 0.109, 0.117, 0.066, 0.077, 0.079, -0.077, -0.282, -0.176, -0.279, -0.078, 0.082, 0.078, 0.066, 0.112, 0.110, 0.108, 0.117, 0.067, 0.077, 0.081, -0.066, -0.277, -0.160, -0.287, -0.081, 0.084, 0.047, 0.070, 0.119, 0.101, 0.106, 0.116, 0.062, 0.075, 0.081, -0.075, -0.272, -0.176, -0.273, -0.064, 0.083, 0.077, 0.067, 0.120, 0.108, 0.110, 0.099, 0.068, 0.076, 0.083], "lumo_ev": 0.3, "smiles": "BCCCS(=O)(=O)O.CCOCC.CCOCC.CCOCC.CCOCC"}